Version a
Entry from OMol25: a 2-piece molecular cluster, C6H14N2O2 overall (wB97M-V/def2-TZVPD).

The geometry in ORCA input format:
```
! wB97M-V def2-TZVPD RIJCOSX def2/J DEFGRID3
* xyz 0 1
C 0.113 -2.665 -1.135
N 0.950 -1.622 -1.655
C 1.581 -0.786 -0.782
C 2.014 0.506 -1.422
O 1.681 -1.120 0.382
H -0.547 -3.122 -1.870
H 0.613 -3.505 -0.643
H -0.467 -2.255 -0.303
H 0.903 -1.431 -2.640
H 2.912 0.351 -2.024
H 1.213 1.090 -1.874
H 2.261 1.227 -0.626
C -0.148 1.937 2.604
N -0.631 0.942 1.656
C -1.768 1.227 0.945
C -2.039 0.242 -0.188
O -2.536 2.124 1.219
H 0.784 2.367 2.209
H -0.815 2.791 2.671
H 0.100 1.437 3.540
H 0.061 0.307 1.265
H -2.969 0.561 -0.645
H -1.161 0.188 -0.822
H -2.105 -0.789 0.137
*
```

Values from the calculation:
- SMILES: CNC(C)=O.CNC(C)=O
- Highest occupied orbital energy: -9.4 eV
- Orbital gap: 10.019 eV



Version b
Entry from OMol25: a 2-piece molecular cluster, C6H14N2O2 overall (wB97M-V/def2-TZVPD).

The geometry in ORCA input format:
```
! wB97M-V def2-TZVPD RIJCOSX def2/J DEFGRID3
* xyz 0 1
C 2.226 2.195 0.011
N 1.090 1.819 0.837
C 1.214 0.924 1.888
C 0.107 0.938 2.919
O 2.152 0.161 1.904
H 1.976 3.157 -0.428
H 3.103 2.465 0.607
H 2.506 1.571 -0.840
H 0.325 2.430 0.635
H -0.871 1.330 2.637
H 0.101 -0.035 3.401
H 0.429 1.699 3.628
C -2.960 -0.824 -0.524
N -1.575 -0.565 -1.007
C -0.994 -1.546 -1.759
C 0.451 -1.254 -2.148
O -1.616 -2.486 -2.209
H -3.212 0.181 -0.141
H -3.569 -1.145 -1.354
H -3.021 -1.400 0.395
H -1.178 0.262 -0.595
H 0.502 -0.156 -2.151
H 0.710 -1.659 -3.124
H 1.274 -1.510 -1.482
*
```

Values from the calculation:
- SMILES: CNC(C)=O.CNC(C)=O
- Highest occupied orbital energy: -9.6 eV
- Orbital gap: 10.020 eV



Version c
Entry from OMol25: a 2-piece molecular cluster, C6H14N2O2 overall (wB97M-V/def2-TZVPD).

The geometry in ORCA input format:
```
! wB97M-V def2-TZVPD RIJCOSX def2/J DEFGRID3
* xyz 0 1
C -1.889 1.729 0.255
N -2.292 0.334 0.068
C -1.615 -0.590 0.840
C -2.075 -1.990 0.713
O -0.561 -0.298 1.385
H -0.803 1.941 0.241
H -2.102 2.252 -0.658
H -2.321 2.096 1.207
H -3.289 0.243 0.047
H -3.141 -2.132 0.944
H -1.911 -2.329 -0.375
H -1.384 -2.576 1.365
C 3.028 0.952 0.735
N 1.695 0.679 0.052
C 1.961 0.086 -1.186
C 0.803 -0.784 -1.715
O 3.058 0.076 -1.703
H 3.918 0.988 0.110
H 2.985 1.943 1.133
H 3.097 0.169 1.470
H 1.062 0.259 0.719
H 1.355 -1.588 -2.143
H 0.132 -1.111 -0.932
H 0.288 -0.348 -2.573
*
```

Values from the calculation:
- SMILES: CNC(C)=O.CNC(C)=O
- Highest occupied orbital energy: -9.2 eV
- Orbital gap: 9.811 eV



Energy comparison, zero being the most stable, in kcal/mol: version a 0.0; version b 11.2; version c 14.2.